(1)
The following is a DFT calculation (the ωB97M-V functional and the def2-TZVPD basis) of a molecular structure, C10H23Cl2O4PPd.

```
41
Properties=species:S:1:pos:R:3:mulliken_charge:R:1
Pd 0.05603 0.16714 1.55672 0.292
Cl -0.62867 -0.18410 -0.96431 -0.053
C -1.63525 1.29264 -1.01654 -0.240
Cl -1.39157 2.28049 0.43055 -0.058
H -2.67156 0.98271 -1.06782 0.338
H -1.32449 1.86259 -1.88344 0.352
C -1.00323 -2.01826 3.82002 -1.238
C -2.05010 -1.55245 2.86286 1.077
C -3.43629 -2.05146 2.97266 -1.201
O -1.76746 -0.73177 1.97507 -0.459
H -1.30017 -2.92551 4.33994 0.382
H -0.86270 -1.23204 4.56904 0.318
H -0.05232 -2.17552 3.30709 0.302
H -3.78541 -1.93113 4.00188 0.358
H -3.42864 -3.12911 2.77840 0.351
H -4.10294 -1.55076 2.27831 0.332
C 4.55504 3.40962 0.40687 -1.219
C 3.78281 2.14776 0.16103 -0.147
O 3.38519 1.59143 1.49681 -0.222
P 2.11400 0.84830 1.94132 0.774
O 1.49652 1.46885 3.23750 -0.177
C 2.10029 1.97598 4.49839 -0.133
C 2.36966 3.45038 4.37938 -1.088
O 2.45464 -0.65237 2.28294 -0.268
C 3.59723 -1.56026 2.07496 -0.112
C 4.34660 -1.72258 3.36935 -1.118
H 4.90266 3.78818 -0.55535 0.418
H 5.42803 3.22050 1.02928 0.318
H 3.93115 4.17418 0.86743 0.321
H 4.37814 1.36434 -0.29956 0.313
H 2.86386 2.30747 -0.39940 0.329
H 2.99891 1.38873 4.68149 0.249
H 1.35401 1.74302 5.25123 0.336
H 3.16233 3.65453 3.65972 0.253
H 2.69332 3.82473 5.35123 0.406
H 1.46731 3.99072 4.09555 0.324
H 4.21642 -1.14113 1.28325 0.263
H 3.14509 -2.48400 1.72620 0.312
H 4.77793 -0.77597 3.69617 0.289
H 5.16441 -2.42777 3.21664 0.429
H 3.70133 -2.12046 4.15168 0.299
```

Kohn-Sham gap (alpha / beta) = 7.7 / 7.7 eV
LUMO level (alpha / beta) = -9.13 / -9.13 eV
Total charge = +2


(2)
The following is a DFT calculation (the ωB97M-V functional and the def2-TZVPD basis) of 2 unconnected molecules or ions with the total composition C6H7Cl2N.

```
16
Properties=species:S:1:pos:R:3:mulliken_charge:R:1
C -8.99818 -0.71001 0.30875 -0.152
C -8.80314 0.39489 -0.51622 -0.408
C -9.55120 0.46903 -1.72291 -0.241
N -10.32362 -0.62660 -2.12376 -0.370
C -10.47325 -1.66132 -1.32441 -0.077
C -9.88132 -1.74699 -0.07875 -0.458
H -8.45831 -0.67532 1.24348 0.354
H -8.06287 1.14165 -0.26970 0.355
H -9.45575 1.33126 -2.36620 0.331
H -11.13262 -2.45753 -1.63700 0.344
H -10.19747 -2.56771 0.54804 0.344
Cl -9.53988 0.56979 -5.74825 -0.173
C -10.46716 -0.93741 -5.59335 0.006
Cl -10.03276 -1.95951 -6.98443 -0.170
H -10.19748 -1.38873 -4.63853 0.040
H -11.53971 -0.74484 -5.56816 0.274
```

Structure (SMILES) = c1ccncc1.ClCCl
ΔE to the lowest compared entry with this formula, charge and spin = 0.117 eV
Kohn-Sham gap = 10.6 eV
LUMO level = 0.70 eV